Entry from OMol25: a cluster of 10 separate species, C60H180N30O10P10 in total at a distorted geometry (wB97M-V/def2-TZVPD).

Output
Charge: 0
Energy above the lowest of the compared OMol25 structures with the same formula, charge and spin, kcal per mole: 187.2
LUMO level, eV: 0.08
Orbital gap, eV: 8.04
DFT total energy, Eh: -8202.8764
Maximum force, Eh/bohr: 0.0713

Last column: Mulliken charge in e.
Positions of all 290 atoms, in Å:
1 C -6.989548 1.483044 9.164192  -1.049
2 N -6.603368 2.841363 8.915155  0.129
3 C -6.324924 3.557628 10.130385  -1.203
4 P -5.656012 3.045955 7.488042  0.370
5 O -5.546728 1.846968 6.633057  -0.846
6 N -6.324970 4.402428 6.669401  0.135
7 C -5.997599 4.668607 5.247503  -0.991
8 C -6.713958 5.608850 7.365092  -0.885
9 N -4.114473 3.692329 7.986201  0.254
10 C -3.257789 2.752504 8.656218  -1.080
11 C -3.239072 4.536848 7.122727  -1.020
12 H -7.838028 1.293593 8.506700  0.292
13 H -7.271672 1.386273 10.212586  0.440
14 H -6.148901 0.843759 8.894505  0.320
15 H -7.288416 3.685964 10.623667  0.441
16 H -5.901286 4.550885 9.981783  0.381
17 H -5.632194 3.069269 10.815751  0.406
18 H -6.797392 5.309215 4.875949  0.401
19 H -5.049445 5.170715 5.055220  0.292
20 H -6.037445 3.722802 4.707153  0.281
21 H -7.424354 6.178141 6.765638  0.389
22 H -7.269940 5.285748 8.245198  0.263
23 H -5.878509 6.239650 7.668789  0.243
24 H -2.672255 2.126130 7.983234  0.430
25 H -2.397139 3.216415 9.138049  0.356
26 H -3.808873 2.074104 9.307509  0.276
27 H -3.166196 4.139120 6.110497  0.335
28 H -2.210093 4.518056 7.481824  0.439
29 H -3.631178 5.553134 7.161675  0.200
30 C -7.236248 7.216111 -3.598985  -1.056
31 N -6.982302 5.785839 -3.437909  0.298
32 C -6.080466 5.390325 -2.341195  -1.022
33 P -7.055473 4.757514 -4.796425  0.457
34 O -5.734142 4.604627 -5.505214  -0.871
35 N -7.624175 3.312828 -4.035350  0.188
36 C -8.690923 3.227800 -3.028055  -1.152
37 C -7.421324 2.092367 -4.808898  -1.069
38 N -8.393695 5.324554 -5.724175  0.231
39 C -8.160335 5.646351 -7.176984  -1.099
40 C -9.708535 5.651939 -5.148624  -1.113
41 H -6.318943 7.675056 -3.967803  0.302
42 H -7.610610 7.546142 -2.629948  0.388
43 H -8.074943 7.410218 -4.267572  0.283
44 H -6.303849 4.363623 -2.051204  0.324
45 H -6.370736 6.035800 -1.512218  0.360
46 H -5.035147 5.619494 -2.548277  0.263
47 H -9.688855 3.009160 -3.408099  0.305
48 H -8.348428 2.533338 -2.260906  0.451
49 H -8.790198 4.179614 -2.506212  0.374
50 H -7.848090 1.180212 -4.391829  0.371
51 H -7.852483 2.146209 -5.808548  0.333
52 H -6.380501 1.859957 -5.034263  0.320
53 H -7.947673 4.722696 -7.715262  0.284
54 H -9.095704 5.988916 -7.619503  0.434
55 H -7.468400 6.471807 -7.344228  0.302
56 H -10.044656 6.676659 -5.307070  0.423
57 H -9.564895 5.729936 -4.070940  0.402
58 H -10.500073 4.943722 -5.393513  0.289
59 C -3.350874 -5.150147 7.517011  -1.073
60 N -3.419786 -6.583663 7.619712  0.135
61 C -3.180795 -6.945086 9.009837  -1.063
62 P -2.587296 -7.502520 6.505461  0.435
63 O -1.107121 -7.301022 6.472579  -0.892
64 N -3.027580 -9.113429 6.647905  0.269
65 C -4.483573 -9.511950 6.768610  -1.093
66 C -2.186279 -10.372905 6.361030  -1.038
67 N -3.334798 -7.142829 5.028324  0.391
68 C -4.713529 -6.670218 4.873039  -1.228
69 C -2.468583 -7.233616 3.858216  -1.137
70 H -3.464186 -4.914666 6.458804  0.314
71 H -2.376810 -4.847845 7.901601  0.384
72 H -4.133176 -4.665761 8.101363  0.341
73 H -3.692520 -7.898955 9.137746  0.254
74 H -3.563049 -6.297667 9.799029  0.380
75 H -2.147700 -7.114384 9.313398  0.368
76 H -4.554794 -10.596366 6.852727  0.487
77 H -4.972369 -9.199896 7.691541  0.207
78 H -4.880699 -9.210158 5.799426  0.317
79 H -2.216613 -10.980639 7.265370  0.386
80 H -2.640044 -10.971454 5.571138  0.360
81 H -1.158178 -10.172486 6.059456  0.309
82 H -5.381294 -6.638251 5.733952  0.315
83 H -4.704680 -5.661955 4.459008  0.404
84 H -5.129738 -7.320230 4.103399  0.446
85 H -1.742192 -8.039648 3.961973  0.299
86 H -1.681367 -6.484995 3.947507  0.363
87 H -2.942602 -7.267093 2.877258  0.358
88 C 8.995503 -4.990917 -9.637236  -1.151
89 N 9.310252 -3.568966 -9.558362  0.224
90 C 10.409438 -3.145680 -10.389858  -1.050
91 P 8.695639 -2.597203 -8.255635  0.413
92 O 9.336689 -2.980395 -6.940140  -0.837
93 N 9.059074 -0.961186 -8.718277  0.295
94 C 8.622429 -0.376257 -9.966050  -1.085
95 C 9.514085 0.009368 -7.753821  -1.046
96 N 6.970785 -2.809707 -8.279552  0.235
97 C 6.289306 -2.895335 -7.004036  -1.086
98 C 6.096105 -3.141207 -9.429655  -1.057
99 H 9.178743 -5.485239 -10.591260  0.423
100 H 7.948930 -5.240895 -9.463182  0.315
101 H 9.705571 -5.510988 -8.994244  0.367
102 H 10.075866 -2.514513 -11.213552  0.269
103 H 11.056593 -3.923574 -10.795015  0.410
104 H 10.982363 -2.436637 -9.792267  0.352
105 H 9.452087 0.064781 -10.518539  0.382
106 H 8.316878 -1.195198 -10.617261  0.318
107 H 7.777686 0.309610 -9.902166  0.323
108 H 10.302519 -0.406057 -7.126211  0.299
109 H 9.946496 0.906864 -8.196102  0.358
110 H 8.698950 0.417602 -7.156334  0.312
111 H 6.338060 -3.943315 -6.708259  0.366
112 H 6.861733 -2.318424 -6.277694  0.268
113 H 5.247342 -2.575313 -7.003912  0.368
114 H 5.499759 -2.318362 -9.823867  0.243
115 H 5.518972 -4.045322 -9.235746  0.383
116 H 6.833727 -3.269628 -10.221828  0.392
117 C 6.256964 6.678545 -0.150795  -0.926
118 N 7.309176 6.177456 -1.072500  0.167
119 C 6.902511 5.023590 -1.911719  -1.198
120 P 8.977075 6.507040 -0.779620  0.451
121 O 9.121016 7.474746 0.330374  -0.867
122 N 9.543280 4.926603 -0.556164  0.392
123 C 9.103582 4.101199 0.566135  -1.000
124 C 10.858141 4.592359 -1.106695  -0.934
125 N 9.593629 6.997701 -2.293302  0.154
126 C 9.092224 6.679705 -3.656020  -0.959
127 C 10.767821 7.794910 -2.254684  -1.184
128 H 6.138270 5.967005 0.666348  0.288
129 H 5.326193 6.795312 -0.705882  0.307
130 H 6.625523 7.615696 0.266353  0.292
131 H 7.689037 4.562482 -2.509091  0.373
132 H 6.065066 5.258536 -2.568659  0.322
133 H 6.475953 4.278948 -1.239664  0.401
134 H 9.665268 4.387091 1.455441  0.307
135 H 8.037079 4.240678 0.742805  0.212
136 H 9.186301 3.034082 0.359946  0.362
137 H 11.038412 3.520935 -1.194187  0.301
138 H 10.988059 5.123337 -2.049712  0.248
139 H 11.648512 4.928649 -0.435634  0.335
140 H 9.340748 7.547020 -4.267671  0.452
141 H 9.515593 5.746201 -4.026721  0.271
142 H 8.010707 6.544046 -3.658952  0.302
143 H 11.406590 7.628181 -3.122029  0.496
144 H 11.565181 7.431992 -1.606144  0.356
145 H 10.632740 8.832295 -1.948628  0.282
146 C 4.405720 -10.532188 1.197481  -1.086
147 N 3.593330 -10.101591 0.119072  0.305
148 C 2.190632 -10.549544 0.327187  -1.077
149 P 4.213896 -10.103968 -1.516034  0.438
150 O 4.656634 -11.394940 -2.068096  -0.827
151 N 3.027568 -9.386963 -2.469023  0.304
152 C 2.498544 -7.975088 -2.316672  -1.035
153 C 2.905026 -9.846424 -3.811728  -1.138
154 N 5.428708 -8.867257 -1.505083  0.121
155 C 6.268653 -8.558842 -2.700424  -0.968
156 C 5.170520 -7.647328 -0.680140  -1.146
157 H 4.531496 -11.614670 1.219804  0.330
158 H 4.020944 -10.150852 2.143337  0.389
159 H 5.384822 -10.055399 1.151477  0.316
160 H 1.446279 -10.078421 -0.314716  0.284
161 H 1.924021 -10.274798 1.347739  0.410
162 H 2.160547 -11.631682 0.200002  0.329
163 H 3.178553 -7.214179 -2.699700  0.186
164 H 1.552239 -8.022700 -2.855516  0.448
165 H 2.304607 -7.753937 -1.267110  0.310
166 H 3.483951 -9.276489 -4.538430  0.375
167 H 2.933785 -10.933538 -3.885645  0.323
168 H 1.918648 -9.603545 -4.206917  0.384
169 H 6.158029 -9.405612 -3.377798  0.314
170 H 5.825954 -7.707308 -3.217161  0.306
171 H 7.259832 -8.276032 -2.345882  0.348
172 H 4.149987 -7.570024 -0.305098  0.377
173 H 5.419003 -6.706000 -1.170319  0.355
174 H 5.823864 -7.813218 0.176430  0.325
175 C 2.185378 3.563131 -9.431969  -1.053
176 N 2.114398 4.120474 -8.037331  0.188
177 C 2.580555 3.252752 -6.978592  -1.139
178 P 1.927162 5.837953 -7.899197  0.500
179 O 3.243213 6.505186 -8.105803  -0.890
180 N 0.764366 6.311563 -8.995002  0.228
181 C 1.062644 7.068881 -10.223156  -1.018
182 C -0.569487 5.778729 -8.835960  -1.031
183 N 1.220531 6.006716 -6.334367  0.203
184 C 0.257424 5.085691 -5.832984  -1.373
185 C 1.366223 7.297605 -5.625403  -1.102
186 H 2.849359 4.083783 -10.122017  0.315
187 H 1.200619 3.602430 -9.897579  0.285
188 H 2.509585 2.522481 -9.426552  0.415
189 H 3.630067 3.027807 -7.168438  0.413
190 H 1.900830 2.407126 -6.873820  0.359
191 H 2.605341 3.785364 -6.027906  0.335
192 H 0.911770 6.422559 -11.087798  0.346
193 H 0.371720 7.892451 -10.403323  0.369
194 H 2.045525 7.533335 -10.143603  0.323
195 H -1.180121 5.873356 -9.733886  0.401
196 H -0.579505 4.719439 -8.579217  0.306
197 H -0.983592 6.239601 -7.939193  0.255
198 H -0.679509 5.616009 -5.662659  0.531
199 H 0.122608 4.234728 -6.500661  0.406
200 H 0.599563 4.800441 -4.838155  0.378
201 H 0.958816 8.058431 -6.291178  0.321
202 H 2.386115 7.537830 -5.325021  0.294
203 H 0.854785 7.264514 -4.663402  0.436
204 C -12.775468 -1.903435 -1.311857  -0.976
205 N -12.387214 -1.662525 0.091941  0.275
206 C -13.283452 -0.719415 0.698593  -1.066
207 P -11.681147 -2.929768 0.952235  0.580
208 O -12.750917 -3.897345 1.321167  -0.869
209 N -10.400708 -3.552134 -0.052110  0.244
210 C -9.212662 -2.936062 -0.611916  -0.927
211 C -10.594886 -4.915051 -0.609931  -1.042
212 N -10.806126 -2.283725 2.288158  0.263
213 C -10.646889 -3.030290 3.556170  -0.967
214 C -9.875913 -1.123766 2.133902  -1.209
215 H -12.840147 -0.948932 -1.834203  0.318
216 H -13.781337 -2.322814 -1.290795  0.352
217 H -12.083763 -2.589510 -1.800662  0.212
218 H -13.056796 0.218300 0.191220  0.349
219 H -13.153034 -0.626224 1.776744  0.314
220 H -14.345513 -0.938482 0.588498  0.332
221 H -8.818521 -2.080783 -0.063054  0.215
222 H -8.357891 -3.607054 -0.526791  0.344
223 H -9.454971 -2.653367 -1.636356  0.314
224 H -9.718854 -5.532151 -0.410289  0.298
225 H -11.511842 -5.356565 -0.219609  0.292
226 H -10.660986 -4.803559 -1.692195  0.361
227 H -11.543595 -3.644961 3.634933  0.302
228 H -9.767158 -3.668200 3.641232  0.316
229 H -10.531120 -2.329518 4.382982  0.293
230 H -10.123017 -0.529214 3.013420  0.383
231 H -9.958055 -0.561750 1.203583  0.361
232 H -8.823901 -1.328989 2.332080  0.339
233 C 1.928671 -0.293951 -0.657336  -1.074
234 N 0.809508 -0.174644 0.304250  0.331
235 C 0.617473 1.122722 0.861793  -1.033
236 P -0.044689 -1.597745 0.748356  0.535
237 O 0.077293 -2.815133 -0.094655  -0.829
238 N 0.327747 -1.747282 2.440019  0.335
239 C 0.237399 -0.676192 3.443646  -1.039
240 C 1.248257 -2.765039 2.845382  -1.126
241 N -1.703143 -1.042955 0.754734  0.361
242 C -2.278115 -0.594230 -0.488924  -1.198
243 C -2.762650 -1.447392 1.712705  -1.118
244 H 1.928243 -1.204999 -1.255754  0.305
245 H 2.885559 -0.221834 -0.140367  0.332
246 H 1.858462 0.515081 -1.384405  0.322
247 H 1.347070 1.293100 1.653478  0.306
248 H -0.357802 1.305666 1.312865  0.308
249 H 0.803355 1.921972 0.144332  0.327
250 H 1.183555 -0.176296 3.650942  0.251
251 H -0.525264 0.084171 3.275465  0.278
252 H 0.129212 -1.201039 4.392820  0.381
253 H 1.472028 -3.411879 1.997085  0.361
254 H 2.187452 -2.351850 3.213182  0.320
255 H 0.832463 -3.389822 3.635871  0.305
256 H -1.668477 -0.137185 -1.268383  0.303
257 H -2.875266 -1.366159 -0.974322  0.331
258 H -2.948739 0.216224 -0.203411  0.409
259 H -3.265372 -0.607514 2.192242  0.342
260 H -2.401228 -2.081115 2.522559  0.327
261 H -3.554072 -2.018345 1.227132  0.347
262 C 3.723488 3.013780 9.940014  -1.024
263 N 4.854807 2.705957 9.066633  0.254
264 C 6.149429 2.617770 9.764142  -1.090
265 P 4.635202 2.873454 7.381426  0.318
266 O 3.218164 2.959215 7.082384  -0.899
267 N 5.596404 4.268668 7.057651  0.323
268 C 7.037592 4.185795 6.759808  -0.917
269 C 5.003639 5.594123 7.184749  -1.005
270 N 5.482711 1.620928 6.611067  0.354
271 C 5.567244 1.688050 5.184864  -1.221
272 C 5.547309 0.318514 7.291821  -1.210
273 H 2.949304 2.304504 9.647325  0.291
274 H 3.394368 4.035325 9.749697  0.270
275 H 3.975943 2.887712 10.992846  0.406
276 H 6.097083 1.975790 10.643478  0.328
277 H 6.407582 3.572485 10.222370  0.314
278 H 6.860545 2.322444 8.992648  0.407
279 H 7.446207 4.976811 6.130977  0.327
280 H 7.513052 4.298896 7.734092  0.308
281 H 7.344129 3.227733 6.339963  0.279
282 H 5.084567 5.825543 8.246817  0.325
283 H 5.437622 6.395360 6.586602  0.319
284 H 3.951467 5.656013 6.906905  0.278
285 H 4.946081 0.924649 4.716376  0.400
286 H 5.343725 2.612438 4.652265  0.324
287 H 6.583490 1.388345 4.928919  0.431
288 H 6.099325 0.241326 8.228522  0.250
289 H 6.032409 -0.313699 6.548128  0.472
290 H 4.505440 -0.001526 7.278473  0.387

Forces on atoms 1 to 3 (eV/Å):
-0.34 -0.50 -0.65
2.01 1.21 -1.61
-0.10 1.03 0.43